# 1
Density functional theory data (ωB97M-V/def2-TZVPD) for C24H50BrCoN5OSi4Te as an isolated structure in a non-equilibrium geometry.

For the LUMO energy (alpha / beta), the calculation gives 0.17 / 0.03 eV. Its HOMO energy (alpha / beta) is -6.9590 / -7.0052 eV. As for the max |F|: 0.0620 Eh/bohr. The frontier orbital gap (alpha / beta) comes out at 0.2620 / 0.2586 hartree. As for the multiplicity: 4. The energy above the lowest of the compared OMol25 structures with the same formula, charge and spin comes out at 70.3 kJ/mol. For the total energy, the calculation gives -6676.3272 a.u.

Each line ends with the Mulliken charge.
Geometry (Å):
Co  0.4887  1.8145  1.1788  0.233
C  -1.5407  -5.0370  3.5865  -1.452
C  -0.2938  -4.3061  4.2153  1.718
C  0.8135  -5.3619  4.4851  -2.022
C  -0.8047  -3.6886  5.5439  -1.658
C  0.1940  -3.1811  3.2803  -0.441
C  -0.5944  -2.0820  3.1046  -0.704
C  -0.1140  -0.9985  2.4760  0.186
Br  -1.2173  0.5963  2.4751  -0.231
C  1.1434  -0.8885  1.8954  1.057
O  1.5421  0.2282  1.3159  -0.364
C  1.8871  -2.1006  1.8928  -0.179
C  1.4336  -3.1887  2.6087  0.055
C  3.3448  -2.1561  1.3545  1.950
C  4.2286  -1.7447  2.6136  -1.515
C  3.6862  -1.1825  0.2283  -1.349
C  3.6900  -3.5328  0.8782  -1.884
H  -1.9633  -5.7877  4.3210  0.394
H  -1.2566  -5.4892  2.6202  0.343
H  -2.3322  -4.2843  3.4440  0.329
H  0.4347  -6.1215  5.1876  0.415
H  1.7566  -4.9240  4.8895  0.358
H  1.0452  -5.9265  3.6039  0.396
H  -1.1154  -4.4603  6.2760  0.376
H  -1.7228  -3.1460  5.3540  0.418
H  -0.1486  -2.9765  5.9660  0.395
H  -1.6142  -2.1280  3.5902  0.168
H  2.1024  -4.0309  2.6650  0.467
H  3.9835  -0.6757  2.9104  0.199
H  5.2469  -1.8908  2.3230  0.480
H  3.9355  -2.4392  3.3972  0.344
H  3.3765  -0.1331  0.4832  -0.067
H  3.1210  -1.4673  -0.6920  0.087
H  4.7422  -1.2285  0.0283  0.569
H  3.7013  -4.2871  1.7008  0.430
H  4.7247  -3.5758  0.5018  0.447
H  3.0106  -3.9748  0.1402  0.374
C  -1.2380  4.9441  -4.4330  -1.040
Si  -0.9667  3.0630  -4.6251  0.441
C  0.8172  2.7206  -5.1497  -1.026
C  -2.2093  2.5048  -5.9281  -1.032
Si  -1.2982  1.9872  -2.5217  0.110
Te  0.0296  3.4109  -0.8326  -0.445
Si  -0.5674  -0.2865  -2.6135  -0.115
C  -1.2177  -0.8821  -4.2920  -0.989
C  -1.1736  -1.1720  -1.0645  -0.142
C  1.2718  -0.4348  -2.7172  -0.898
Si  -3.6147  1.9459  -1.8000  0.172
C  -4.5703  3.5322  -2.1808  -1.137
C  -3.6374  1.5267  -0.0079  -0.742
C  -4.4772  0.6043  -2.8026  -1.056
H  -0.8857  5.4037  -5.3525  0.386
H  -0.5666  5.4071  -3.6734  0.303
H  -2.3356  5.1600  -4.2190  0.220
H  1.0664  3.1532  -6.1125  0.426
H  0.9268  1.6520  -5.1287  0.190
H  1.5013  3.1743  -4.4352  0.290
H  -2.1425  3.2142  -6.7133  0.435
H  -3.2336  2.5887  -5.5010  0.239
H  -2.0713  1.4944  -6.3510  0.317
H  -2.2818  -0.9212  -4.3437  0.309
H  -0.7567  -1.8353  -4.5947  0.415
H  -0.8267  -0.1624  -5.0243  0.131
H  -0.5516  -2.0254  -0.7866  0.341
H  -2.2348  -1.4805  -1.1503  0.417
H  -1.0502  -0.4529  -0.2454  -0.574
H  1.5922  -0.1065  -3.7281  0.299
H  1.5826  -1.4749  -2.5632  0.317
H  1.7175  0.2050  -1.9610  0.207
H  -3.9850  4.4534  -2.0403  0.310
H  -5.4729  3.6066  -1.5488  0.377
H  -4.8896  3.5147  -3.1946  0.332
H  -2.9037  2.1691  0.4498  0.021
H  -3.3687  0.4932  0.1450  0.258
H  -4.6319  1.7688  0.4020  0.409
H  -4.2212  0.7631  -3.8472  0.266
H  -5.5499  0.7340  -2.6954  0.428
H  -4.1417  -0.4352  -2.5527  0.245
N  2.1810  6.3157  3.4506  -0.692
N  2.3741  4.9823  3.0548  0.859
N  3.5327  4.3868  2.8906  -0.742
C  3.1821  3.2360  2.3932  -0.115
N  1.8510  3.1573  2.2135  0.132
N  1.3510  4.3197  2.6348  -0.202
H  2.6615  6.8980  2.7632  0.284
H  2.5884  6.4646  4.3351  0.272
H  3.9295  2.4717  2.1559  0.464

---

# 2
Density functional theory data (ωB97M-V/def2-TZVPD) for C24H50Cl22GaO as an isolated structure in a non-equilibrium geometry.

For the LUMO energy, the calculation gives 1.25 eV. Its HOMO energy is -4.8644 eV. As for the max |F|: 0.0337 Eh/bohr. The frontier orbital gap comes out at 0.2248 hartree. As for the multiplicity: 1. The total charge is -1. For the total energy, the calculation gives -13068.7353 a.u.

Each line ends with the Mulliken charge.
Geometry (Å):
O  -0.8712  2.1205  -2.6060  -0.557
C  -1.7429  2.1203  -3.4444  -0.299
C  -2.5736  3.2081  -3.7730  -0.429
Ga  -4.5377  2.5814  -3.3419  0.116
H  -1.9805  1.1996  -3.9902  0.339
H  -2.4808  3.4912  -4.8031  0.426
H  -2.3373  4.0163  -3.1138  0.171
H  -4.4347  1.0872  -2.7234  -0.259
H  -5.2184  3.5512  -2.2828  -0.147
H  -5.2915  2.5028  -4.7585  -0.288
Cl  -8.5585  3.7214  -1.5091  0.023
C  -9.7964  3.8982  -2.7677  -0.563
C  -9.6887  2.8215  -3.8182  -0.554
Cl  -8.2140  2.9704  -4.8086  -0.154
H  -9.6912  4.8858  -3.2075  0.319
H  -10.7677  3.8393  -2.2765  0.301
H  -10.5403  2.8941  -4.4948  0.345
H  -9.6866  1.8327  -3.3671  0.303
Cl  4.2980  2.0478  -0.5566  -0.223
C  3.0201  2.4168  -1.7561  -0.318
C  2.9935  1.4189  -2.8763  -0.012
Cl  4.4469  1.5337  -3.9190  -0.230
H  3.1885  3.4243  -2.1234  0.350
H  2.0678  2.3944  -1.2309  0.191
H  2.1288  1.6041  -3.5091  0.213
H  2.9332  0.4011  -2.5006  0.051
Cl  4.7800  -2.5802  -4.9350  -0.218
C  5.1671  -2.1952  -3.2317  -0.119
C  4.3513  -2.9834  -2.2473  0.742
Cl  2.6264  -2.5132  -2.2775  -0.214
H  5.0205  -1.1255  -3.1040  0.088
H  6.2227  -2.4201  -3.0915  0.322
H  4.7220  -2.7835  -1.2441  -0.305
H  4.4028  -4.0544  -2.4317  -0.294
Cl  -3.5432  5.9467  -1.5939  -0.153
C  -3.2993  6.1881  0.1467  -0.543
C  -4.1410  5.2153  0.9246  0.004
Cl  -5.8865  5.5864  0.7919  -0.124
H  -3.5316  7.2191  0.4042  0.401
H  -2.2454  6.0054  0.3518  0.274
H  -3.8867  5.2579  1.9831  0.334
H  -3.9807  4.2051  0.5528  -0.231
Cl  4.6037  -5.2821  1.3777  -0.181
C  5.6144  -4.3266  2.4992  0.135
C  5.5858  -2.8609  2.1712  -0.530
Cl  6.4032  -2.5159  0.6229  -0.211
H  6.6286  -4.7143  2.4589  -0.133
H  5.2202  -4.4844  3.4996  0.233
H  6.1118  -2.3010  2.9420  0.324
H  4.5689  -2.4854  2.0996  0.377
Cl  -7.1860  1.7631  0.9730  -0.078
C  -8.8272  1.9697  1.6314  0.082
C  -9.5156  0.6516  1.8665  -0.467
Cl  -9.9016  -0.1944  0.3447  -0.198
H  -9.3836  2.5912  0.9418  -0.293
H  -8.7303  2.5028  2.5752  0.293
H  -10.4598  0.8224  2.3816  0.304
H  -8.9042  -0.0139  2.4699  0.337
Cl  -10.5576  4.6381  1.3039  -0.155
C  -10.3078  6.3884  1.5290  -0.360
C  -11.0648  7.1735  0.4955  -0.504
Cl  -10.3616  6.9009  -1.1155  -0.142
H  -9.2426  6.5847  1.4694  0.173
H  -10.6533  6.6412  2.5301  0.364
H  -10.9986  8.2389  0.7091  0.329
H  -12.1125  6.8872  0.4673  0.290
Cl  2.9689  -8.8505  -4.8302  -0.200
C  2.5834  -7.1066  -4.8048  -0.467
C  3.8171  -6.2491  -4.7499  -0.278
Cl  4.6679  -6.3980  -3.1889  -0.223
H  1.9352  -6.9209  -3.9539  0.328
H  2.0327  -6.8896  -5.7173  0.311
H  3.5414  -5.2022  -4.8596  0.134
H  4.5193  -6.5079  -5.5366  0.363
Cl  8.9869  -4.9575  3.2805  -0.228
C  9.4535  -4.5661  4.9608  0.178
C  8.6777  -5.3540  5.9769  -0.459
Cl  6.9594  -4.8791  6.0436  -0.190
H  9.3238  -3.4968  5.1017  0.342
H  10.5089  -4.8111  5.0546  -0.305
H  9.0935  -5.1728  6.9660  0.328
H  8.7208  -6.4191  5.7684  0.305
Cl  -2.5124  2.3898  0.1296  -0.059
C  -2.2545  0.9286  1.1008  -0.597
C  -2.7960  1.0693  2.4984  -0.323
Cl  -1.8707  2.2505  3.4725  -0.221
H  -1.1895  0.7121  1.1051  0.350
H  -2.7724  0.1163  0.5934  0.289
H  -2.7307  0.1141  3.0165  0.356
H  -3.8326  1.3912  2.4863  0.181
Cl  14.0478  -3.4355  5.9146  -0.180
C  14.6783  -4.9894  5.3124  -0.375
C  13.6136  -5.7999  4.6261  -0.507
Cl  12.3740  -6.3781  5.7724  -0.196
H  15.1043  -5.5269  6.1544  0.303
H  15.4725  -4.7610  4.6048  0.297
H  14.0567  -6.6808  4.1669  0.343
H  13.1103  -5.2221  3.8557  0.326